1.
The following is a DFT calculation (ωB97M-V/def2-TZVPD) of an isolated molecule of C2N2O3.

Energy relative to the best compared isomer or geometry (same formula, charge and spin), kJ/mol: 233.5
LUMO energy (alpha / beta), eV: -0.9 / -3.7
2S+1: 3

CARTESIAN COORDINATES (ANGSTROEM)
C  -1.60287  -0.07673  -0.38453
C  0.81620  0.56689  0.25938
N  -2.72952  -0.21400  -0.20534
N  1.59958  -0.42598  0.00434
O  0.67656  1.70815  0.63198
O  1.64375  -1.53599  0.41078
O  -0.40370  -0.02234  -0.71660


2.
The following is a DFT calculation (ωB97M-V/def2-TZVPD) of a structure of composition C2H13NO3.

Energy relative to the best compared isomer or geometry (same formula, charge and spin), kJ/mol: 209.4
LUMO energy (alpha / beta), eV: -3.4 / -9.3
2S+1: 2
Charge: +1

CARTESIAN COORDINATES (ANGSTROEM)
H  0.39896  -0.55616  0.37469
O  1.41311  -0.24084  1.02044
N  -0.75678  -0.66811  -0.12190
H  1.82583  -0.88207  1.57088
H  -0.85325  -0.33698  -1.11242
C  -1.82241  -0.48665  0.92400
H  -2.70603  -0.99468  0.66031
H  -2.12614  0.62318  1.01412
H  -0.82314  -1.68083  -0.34788
C  -1.29733  -1.00268  2.31274
H  -1.87426  -0.72104  3.15756
H  -1.28535  -2.08007  2.21535
H  -0.37618  -0.44369  2.50789
O  -0.41177  2.48008  -2.29748
H  0.40098  2.69916  -1.88746
H  -1.07707  3.09322  -2.23835
O  2.54963  -0.32719  -1.48784
H  2.37740  -0.02075  -0.49914
H  1.72635  -0.38287  -1.86370


3.
The following is a DFT calculation (ωB97M-V/def2-TZVPD) of a cluster of 3 separate species, C4H12O2 in total.

Energy relative to the best compared isomer or geometry (same formula, charge and spin), kJ/mol: 112.4
LUMO energy, eV: 0.7
2S+1: 1

CARTESIAN COORDINATES (ANGSTROEM)
C  0.33202  0.94359  0.98207
C  -0.14622  0.57551  -0.22677
C  -1.34645  -0.33540  -0.23768
C  0.56367  0.75439  -1.51217
H  1.17805  1.65137  0.89366
H  -0.36404  0.88742  1.82074
H  -1.32833  -1.10060  0.52748
H  -2.22783  0.23968  0.05384
H  -1.72099  -0.71759  -1.18003
H  1.30545  1.56395  -1.57208
H  1.17101  -0.15752  -1.60949
H  -0.12560  0.73343  -2.36554
O  4.53998  -4.34791  -0.05383
H  3.72516  -4.57204  -0.52899
H  4.26890  -4.65213  0.83007
O  -3.06287  2.92663  1.71217
H  -2.77292  2.47674  0.91553
H  -3.98898  3.13047  1.55103


| no. | F_max (eV/Å) | E_tot (eV) | molecular weight (g/mol) |
| --- | --- | --- | --- |
| 1 | 7.356 | -11190.3519 | 100.0 |
| 2 | 5.417 | -9906.6868 | 99.1 |
| 3 | 2.648 | -8436.3493 | 92.1 |